Run P
Below is a single C5H10O molecule, with properties calculated with ωB97M-V/def2-TZVPD.

Summary:
HOMO level: -9.541 eV
Lowest unoccupied orbital energy: 1.17 eV

CARTESIAN COORDINATES (ANGSTROEM)
H: -1.61778 -0.27260 -1.58277
C: -1.76566 0.85724 0.26470
H: -2.78170 0.49778 0.45049
H: -1.82110 1.87672 -0.13434
H: 1.60840 0.42270 1.32339
C: 1.56330 -0.64109 1.06425
H: 2.58613 -1.03072 1.06372
C: 0.41836 0.42650 -1.01581
H: -1.22572 0.88772 1.21764
H: 0.71239 1.34619 -0.50048
H: 1.36539 -1.61455 -0.87083
C: -1.00960 -0.03225 -0.70064
O: -0.53080 -1.23936 -0.08037
H: 0.65268 0.52419 -2.07765
C: 0.84739 -0.85531 -0.27003
H: 0.99830 -1.15317 1.84873

Partial atomic charges computed with the Mulliken method, in multiples of e: number 1, H, carries 0.314; number 2, C, carries -1.310; number 3, H, carries 0.332; number 4, H, carries 0.330; number 5, H, carries 0.309; number 6, C, carries -1.363; number 7, H, carries 0.375; number 8, C, carries -0.885; number 9, H, carries 0.287; number 10, H, carries 0.250; number 11, H, carries 0.398; number 12, C, carries 0.427; number 13, O, carries -0.477; number 14, H, carries 0.291; number 15, C, carries 0.448; number 16, H, carries 0.273



Run Q
Below is a molecular structure, C5H10O, with properties calculated with ωB97M-V/def2-TZVPD.

Summary:
HOMO level: -9.703 eV
Lowest unoccupied orbital energy: 1.12 eV

CARTESIAN COORDINATES (ANGSTROEM)
H: -2.48927 0.71092 1.67844
C: 0.52347 -0.08722 0.03239
C: 0.39546 -1.05310 -1.14781
H: 2.61263 0.72990 -0.23298
C: -1.72027 0.04075 1.27293
H: -1.32981 -0.55244 2.10681
C: 1.72971 0.38348 -0.77758
H: -1.01563 1.42877 -0.21800
O: 1.82586 -0.94773 -1.33386
C: -0.58717 0.81155 0.58523
H: 0.02100 -2.06367 -0.96171
H: 1.03890 -0.74890 0.74533
H: -0.17111 1.53003 1.30623
H: 1.48100 1.07430 -1.59667
H: -0.09120 -0.61915 -2.03368
H: -2.22355 -0.63748 0.57494

Partial atomic charges computed with the Mulliken method, in multiples of e: number 1, H, carries 0.355; number 2, C, carries 0.089; number 3, C, carries -0.546; number 4, H, carries 0.281; number 5, C, carries -1.141; number 6, H, carries 0.299; number 7, C, carries -0.475; number 8, H, carries 0.277; number 9, O, carries -0.417; number 10, C, carries -0.439; number 11, H, carries 0.300; number 12, H, carries 0.226; number 13, H, carries 0.300; number 14, H, carries 0.298; number 15, H, carries 0.299; number 16, H, carries 0.294



Run R
Below is a single C5H10O molecule, with properties calculated with ωB97M-V/def2-TZVPD.

Summary:
HOMO level: -9.498 eV
Lowest unoccupied orbital energy: 1.07 eV

CARTESIAN COORDINATES (ANGSTROEM)
C: 1.61222 -0.45096 1.26893
C: -0.46247 1.28842 -1.02150
H: -1.20724 -1.77046 0.47032
H: 0.35208 2.01825 -0.94085
H: 2.15620 0.52719 1.36437
C: -1.41684 -0.85467 -0.09406
H: -2.33394 -0.39803 0.27445
H: 1.76760 -0.17011 -0.84567
H: -1.39876 1.82422 -0.82488
H: 0.89610 -0.52122 2.07744
C: 1.06844 -0.47209 -0.06569
H: -0.49348 0.92201 -2.05249
H: -1.58251 -1.14807 -1.13960
O: 1.59251 -1.67706 0.54298
H: -0.24827 0.71993 0.99390
C: -0.30165 0.16263 -0.00766

Partial atomic charges computed with the Mulliken method, in multiples of e: number 1, C, carries -0.702; number 2, C, carries -1.652; number 3, H, carries 0.342; number 4, H, carries 0.393; number 5, H, carries 0.307; number 6, C, carries -1.387; number 7, H, carries 0.378; number 8, H, carries 0.429; number 9, H, carries 0.392; number 10, H, carries 0.312; number 11, C, carries -0.061; number 12, H, carries 0.387; number 13, H, carries 0.338; number 14, O, carries -0.435; number 15, H, carries 0.155; number 16, C, carries 0.804



So which one is most stable? That would be run P, about 0.0197 hartree below the next structure.



Run P
Below is a molecular structure, C5H10O, with properties calculated with ωB97M-V/def2-TZVPD.

Summary:
HOMO level: -9.395 eV
Lowest unoccupied orbital energy: 1.00 eV

CARTESIAN COORDINATES (ANGSTROEM)
C: -0.95919 -0.57445 -0.29736
C: 0.30590 -0.59697 0.55033
H: 1.88643 1.08976 1.04655
H: -0.68679 -0.51702 -1.36005
H: -2.18731 0.51546 1.13668
H: -1.48032 -1.53511 -0.18171
H: 2.36614 -1.69067 0.43875
H: 0.58142 1.36300 -1.39796
H: -2.81972 0.56101 -0.51931
H: 0.07859 -0.80684 1.60903
C: 1.65850 -0.98684 -0.02662
H: 1.65726 -0.34619 -1.20071
C: -1.90046 0.57389 0.07894
H: -1.41517 1.54893 -0.06863
O: 1.47438 1.08864 -1.12221
C: 1.42764 0.39843 0.34886

Partial atomic charges computed with the Mulliken method, in multiples of e: number 1, C, carries -0.618; number 2, C, carries -0.097; number 3, H, carries 0.397; number 4, H, carries 0.307; number 5, H, carries 0.302; number 6, H, carries 0.326; number 7, H, carries 0.264; number 8, H, carries 0.346; number 9, H, carries 0.338; number 10, H, carries 0.404; number 11, C, carries -0.785; number 12, H, carries 0.340; number 13, C, carries -1.071; number 14, H, carries 0.270; number 15, O, carries -0.603; number 16, C, carries -0.118



Run Q
Below is a molecular structure, C5H10O, with properties calculated with ωB97M-V/def2-TZVPD.

Summary:
HOMO level: -9.851 eV
Lowest unoccupied orbital energy: 0.94 eV

CARTESIAN COORDINATES (ANGSTROEM)
H: 1.87975 -1.39604 -0.14560
C: 0.17493 -0.20903 0.72225
C: 0.38288 -0.22384 -1.31881
H: -0.70265 -0.24298 -1.04807
C: 0.68975 0.86425 -0.31129
H: 0.38352 2.74831 -0.00600
O: -0.05099 2.04299 -0.49691
C: 0.79060 -1.25862 -0.26977
H: 1.76580 1.10207 -0.20649
H: 0.33266 -2.24767 -0.34517
H: 0.77594 -0.21078 -2.34928
H: -2.19083 -0.12858 0.10922
C: -1.42668 -0.20339 0.92003
H: -1.71370 -1.11135 1.46375
H: 0.56068 -0.19311 1.73940
H: -1.65165 0.66777 1.54277

Partial atomic charges computed with the Mulliken method, in multiples of e: number 1, H, carries 0.267; number 2, C, carries -0.157; number 3, C, carries -0.698; number 4, H, carries 0.199; number 5, C, carries -0.034; number 6, H, carries 0.324; number 7, O, carries -0.544; number 8, C, carries -0.526; number 9, H, carries 0.341; number 10, H, carries 0.308; number 11, H, carries 0.381; number 12, H, carries 0.406; number 13, C, carries -1.357; number 14, H, carries 0.355; number 15, H, carries 0.428; number 16, H, carries 0.310



Run R
Below is a single C5H10O molecule, with properties calculated with ωB97M-V/def2-TZVPD.

Summary:
HOMO level: -9.703 eV
Lowest unoccupied orbital energy: 1.01 eV

CARTESIAN COORDINATES (ANGSTROEM)
C: 0.38581 0.65610 -0.50835
H: -2.23612 -1.09892 -1.44328
H: 0.72938 0.68489 1.70362
H: -0.53306 -2.71463 -0.02987
C: -2.12650 -1.20050 -0.36433
C: -0.71520 -1.63988 0.01238
H: 1.41961 -1.26874 -0.18530
H: -2.39797 -0.21652 0.02052
C: 0.47194 -0.88151 -0.56341
C: 0.94226 1.22591 0.76041
H: -2.81801 -1.92460 0.06031
H: 0.86561 1.14148 -1.36201
H: -0.66271 -1.50633 1.10259
H: -0.63484 1.03505 -0.61148
O: 1.51147 2.29096 0.82236
H: 0.54891 -1.09496 -1.63558

Partial atomic charges computed with the Mulliken method, in multiples of e: number 1, C, carries -0.443; number 2, H, carries 0.312; number 3, H, carries 0.312; number 4, H, carries 0.372; number 5, C, carries -1.181; number 6, C, carries -0.338; number 7, H, carries 0.366; number 8, H, carries 0.322; number 9, C, carries -0.699; number 10, C, carries 0.008; number 11, H, carries 0.353; number 12, H, carries 0.300; number 13, H, carries 0.223; number 14, H, carries 0.271; number 15, O, carries -0.487; number 16, H, carries 0.309



Run S
Below is a molecular structure, C5H10O, with properties calculated with ωB97M-V/def2-TZVPD.

Summary:
HOMO level: -8.894 eV
Lowest unoccupied orbital energy: -0.37 eV

CARTESIAN COORDINATES (ANGSTROEM)
H: -1.83727 0.48770 -1.44837
H: -0.53619 1.52917 1.14032
H: -1.04809 -1.76942 -0.69592
H: 1.20469 0.09970 -1.53307
C: 1.61418 -0.54847 0.61571
H: 0.02159 1.91796 -0.49911
O: 2.57279 0.27508 0.29675
H: -2.62912 0.64778 0.13953
C: -0.42092 1.13751 0.12190
H: 1.91832 0.31063 -1.17135
C: 0.27538 -0.20057 0.14382
C: -1.03094 -0.94704 0.02518
C: -1.69506 0.39944 -0.36887
H: 1.17689 -0.36782 1.66540
H: 1.79400 -1.64396 0.57580
H: -1.38026 -1.32768 0.99227

Partial atomic charges computed with the Mulliken method, in multiples of e: number 1, H, carries 0.255; number 2, H, carries 0.257; number 3, H, carries 0.280; number 4, H, carries 0.047; number 5, C, carries 0.076; number 6, H, carries 0.240; number 7, O, carries -0.655; number 8, H, carries 0.295; number 9, C, carries -0.427; number 10, H, carries 0.082; number 11, C, carries -0.084; number 12, C, carries -0.661; number 13, C, carries -0.441; number 14, H, carries 0.159; number 15, H, carries 0.300; number 16, H, carries 0.276



So which one is most stable? That would be run R, about 0.0473 hartree below the next structure.